Record 1
A structure of composition C34H50BaN11O4PSSi, computed with ωB97M-V/def2-TZVPD.

Values from the calculation:
LUMO energy = 0.4 eV
Gap between HOMO and LUMO = 7.449 eV
Energy above the lowest of the compared OMol25 structures with the same formula, charge and spin = 0.293 eV
HOMO level = -7.04 eV

ORCA input file:
```
! wB97M-V def2-TZVPD RIJCOSX def2/J DEFGRID3
* xyz 0 1
Ba -0.655 0.011 0.606
N -0.017 1.738 -1.724
C 1.435 1.765 -1.933
C 2.136 2.318 -0.703
N 1.921 1.527 0.512
C 3.100 0.854 1.081
C 2.989 -0.661 1.040
N 1.814 -1.095 1.793
H -0.485 1.408 -2.562
H -0.371 2.672 -1.533
H 1.729 2.374 -2.797
H 1.766 0.742 -2.125
H 1.769 3.333 -0.541
H 3.206 2.402 -0.919
H 1.498 2.116 1.218
H 3.233 1.173 2.120
H 4.003 1.152 0.539
H 3.928 -1.095 1.406
H 2.869 -0.975 0.002
H 1.917 -0.869 2.782
H 1.688 -2.099 1.728
O -3.010 -3.390 -0.444
S -1.714 -2.832 -0.723
O -1.729 -1.539 -1.424
O -0.853 -2.694 0.474
C -0.889 -3.985 -1.803
C -1.523 -5.199 -2.029
C -0.947 -6.133 -2.875
C 0.255 -5.845 -3.504
C 0.879 -4.629 -3.279
C 0.329 -3.683 -2.418
P 1.174 -2.059 -2.178
C 2.924 -2.560 -2.027
C 3.924 -1.636 -2.345
C 5.250 -1.887 -2.029
C 5.599 -3.060 -1.372
C 4.614 -3.975 -1.034
C 3.286 -3.727 -1.356
C 1.031 -1.434 -3.900
C -0.154 -0.752 -4.192
C -0.389 -0.263 -5.468
C 0.559 -0.441 -6.467
C 1.731 -1.127 -6.188
C 1.965 -1.628 -4.914
H -2.470 -5.386 -1.542
H -1.439 -7.080 -3.052
H 0.704 -6.565 -4.177
H 1.814 -4.409 -3.781
H 3.662 -0.708 -2.840
H 6.012 -1.164 -2.292
H 6.634 -3.255 -1.120
H 4.878 -4.888 -0.516
H 2.527 -4.447 -1.079
H -0.904 -0.646 -3.416
H -1.315 0.254 -5.684
H 0.379 -0.055 -7.462
H 2.467 -1.281 -6.967
H 2.880 -2.170 -4.717
C 0.807 5.009 1.253
C -0.645 4.675 1.017
C -1.523 5.699 0.711
C -2.862 5.364 0.493
C -3.271 4.066 0.619
C -2.341 3.044 0.983
N -1.017 3.390 1.130
N -2.662 1.767 1.196
Si -4.240 1.137 1.446
C -5.349 1.173 -0.075
C -4.010 -0.664 1.917
C -5.124 2.017 2.854
H 0.898 5.855 1.935
H 1.299 5.295 0.321
H 1.339 4.168 1.694
H -1.175 6.721 0.638
H -3.578 6.134 0.229
H -4.305 3.793 0.451
H -4.789 0.847 -0.955
H -5.755 2.165 -0.282
H -6.192 0.489 0.052
H -3.555 -1.248 1.110
H -4.969 -1.144 2.124
H -3.391 -0.751 2.812
H -5.221 3.086 2.652
H -4.563 1.902 3.785
H -6.127 1.612 3.011
N -0.556 2.215 3.842
C 0.412 2.971 4.384
N 0.261 4.312 4.317
N 1.492 2.508 4.983
C 1.711 1.210 4.872
N 1.932 0.073 4.791
H -1.070 2.582 3.046
H -0.423 1.207 3.812
H -0.640 4.699 4.101
H 0.921 4.871 4.828
N -1.204 -2.684 3.442
C -1.067 -1.452 3.986
N -1.291 -1.337 5.325
O -0.751 -0.473 3.297
H -1.694 -3.402 3.945
H -1.204 -2.756 2.428
H -1.195 -2.164 5.891
H -0.927 -0.495 5.741
*
```

Atomic partial charges in e from the Mulliken method, atoms 1 to 6: atom 1 (Ba): 0.427, atom 2 (N): -0.208, atom 3 (C): 0.034, atom 4 (C): -0.495, atom 5 (N): 1.041, atom 6 (C): -1.280

***

Record 2
An isolated molecule of C3H4N2O2, computed with ωB97M-V/def2-TZVPD.

Values from the calculation:
SMILES = [H]/N=C(\O)N=C=CO
LUMO energy = 0.1 eV
Gap between HOMO and LUMO = 8.925 eV
Energy above the lowest of the compared OMol25 structures with the same formula, charge and spin = 3.372 eV
HOMO level = -8.84 eV

ORCA input file:
```
! wB97M-V def2-TZVPD RIJCOSX def2/J DEFGRID3
* xyz 0 1
H -2.377 -1.327 -1.072
N -1.465 -1.128 -0.667
C -1.493 -0.029 -0.050
O -2.559 0.790 0.047
N -0.396 0.450 0.724
C 0.743 0.038 0.463
C 1.977 -0.367 0.300
O 2.978 0.287 -0.364
H -2.328 1.506 0.657
H 2.283 -1.324 0.706
H 2.636 1.105 -0.745
*
```

Atomic partial charges in e from the natural (NBO) method, atoms 1 to 6: atom 1 (H): 0.356, atom 2 (N): -0.699, atom 3 (C): 0.653, atom 4 (O): -0.671, atom 5 (N): -0.505, atom 6 (C): 0.347

***

Record 3
A structure of composition C29H51AgN3O5P, computed with ωB97M-V/def2-TZVPD.

Values from the calculation:
LUMO energy = 0.5 eV
Gap between HOMO and LUMO = 8.495 eV
Energy above the lowest of the compared OMol25 structures with the same formula, charge and spin = 0.000 eV
HOMO level = -8.04 eV

ORCA input file:
```
! wB97M-V def2-TZVPD RIJCOSX def2/J DEFGRID3
* xyz 0 1
Ag -0.153 0.086 0.359
O 1.526 -3.163 3.834
C 1.143 -2.168 3.008
O 0.658 -2.374 1.930
C 1.326 -0.822 3.668
O 0.961 0.167 2.768
C 1.033 1.473 3.326
C 0.709 2.565 2.277
O 0.487 3.680 2.737
O 0.721 2.209 1.059
H 1.353 -3.998 3.373
H 2.374 -0.732 3.985
H 0.712 -0.807 4.579
H 2.040 1.659 3.719
H 0.330 1.567 4.163
C 5.350 0.554 -0.153
C 4.226 1.521 0.160
N 2.969 0.805 0.103
C 2.695 -0.063 -0.905
N 1.460 -0.457 -1.051
C 1.168 -1.443 -2.074
C 2.063 -1.266 -3.290
C 3.504 -1.355 -2.837
N 3.736 -0.524 -1.664
C 5.100 -0.039 -1.524
H 5.369 -0.237 0.600
H 6.317 1.057 -0.143
H 4.250 2.368 -0.539
H 4.332 1.931 1.165
H 2.148 1.324 0.453
H 0.118 -1.341 -2.356
H 1.284 -2.459 -1.672
H 1.877 -0.286 -3.736
H 1.860 -2.025 -4.046
H 4.181 -1.016 -3.627
H 3.770 -2.395 -2.608
H 5.305 0.711 -2.301
H 5.772 -0.882 -1.709
C -3.792 2.185 4.300
C -3.344 0.724 4.445
C -2.613 0.230 3.190
C -3.192 0.891 1.938
C -2.854 2.396 1.971
C -2.821 2.945 3.407
P -2.515 0.111 0.413
C -3.136 1.084 -1.040
C -2.323 2.344 -1.348
C -2.570 2.774 -2.801
C -4.023 2.516 -3.233
C -4.950 2.572 -2.025
C -4.644 1.412 -1.069
C -3.385 -1.518 0.221
C -2.557 -2.652 0.854
C -3.382 -3.930 0.913
C -4.556 -3.778 1.891
C -5.017 -2.319 2.000
C -4.865 -1.598 0.666
H -3.871 2.653 5.282
H -4.793 2.228 3.859
H -4.211 0.088 4.646
H -2.680 0.622 5.306
H -2.665 -0.861 3.133
H -1.546 0.476 3.233
H -4.281 0.767 1.955
H -3.602 2.936 1.385
H -1.883 2.581 1.499
H -3.059 4.010 3.389
H -1.803 2.882 3.805
H -2.924 0.383 -1.860
H -1.257 2.176 -1.172
H -2.613 3.146 -0.669
H -1.886 2.238 -3.464
H -2.331 3.835 -2.903
H -4.111 1.528 -3.695
H -4.326 3.235 -3.996
H -5.998 2.535 -2.329
H -4.812 3.526 -1.510
H -5.198 0.523 -1.383
H -5.002 1.662 -0.067
H -3.353 -1.675 -0.864
H -2.228 -2.382 1.862
H -1.638 -2.785 0.280
H -2.757 -4.777 1.204
H -3.753 -4.157 -0.092
H -4.266 -4.141 2.881
H -5.389 -4.406 1.567
H -4.431 -1.793 2.760
H -6.054 -2.277 2.339
H -5.313 -0.606 0.721
H -5.435 -2.141 -0.094
*
```

Atomic partial charges in e from the Mulliken method, atoms 1 to 6: atom 1 (Ag): 0.263, atom 2 (O): -0.518, atom 3 (C): 0.270, atom 4 (O): -0.477, atom 5 (C): -0.657, atom 6 (O): 0.592

***

Record 4
A cluster of 5 separate species, C14H30N7OP in total in a non-equilibrium geometry, computed with ωB97M-V/def2-TZVPD.

Values from the calculation:
SMILES = CN(C)P(=O)(N(C)C)N(C)C.CC#N.CC#N.CC#N.CC#N
LUMO energy = 0.4 eV
Gap between HOMO and LUMO = 8.916 eV
Energy above the lowest of the compared OMol25 structures with the same formula, charge and spin = 0.000 eV
HOMO level = -8.47 eV

ORCA input file:
```
! wB97M-V def2-TZVPD RIJCOSX def2/J DEFGRID3
* xyz 0 1
C 0.607 0.540 2.640
N -0.139 -0.169 1.604
C -0.410 -1.562 1.889
P 0.112 0.240 0.011
O -0.515 -0.760 -0.877
N -0.425 1.785 -0.111
C -0.169 2.435 -1.386
C -1.621 2.278 0.567
N 1.741 0.367 -0.276
C 2.427 -0.642 -1.097
C 2.555 1.509 0.082
H 1.576 0.050 2.827
H 0.051 0.619 3.570
H 0.845 1.546 2.291
H -0.035 -1.822 2.882
H 0.079 -2.246 1.190
H -1.476 -1.795 1.902
H -0.866 1.996 -2.113
H -0.304 3.513 -1.324
H 0.841 2.215 -1.730
H -1.486 3.338 0.772
H -2.491 2.081 -0.062
H -1.745 1.736 1.501
H 3.376 -0.900 -0.626
H 1.836 -1.552 -1.119
H 2.554 -0.276 -2.118
H 1.928 2.351 0.363
H 3.176 1.797 -0.776
H 3.247 1.273 0.899
C 2.728 2.973 5.277
C 1.271 2.834 5.236
N 0.129 2.726 5.203
H 3.028 3.537 6.156
H 3.071 3.488 4.382
H 3.181 1.983 5.300
C -1.408 0.462 -5.054
C -1.856 0.979 -6.329
N -2.243 1.380 -7.330
H -2.275 -0.060 -4.635
H -1.317 1.302 -4.363
H -0.555 -0.201 -5.059
C 0.904 -6.315 -1.923
C 1.693 -5.102 -1.671
N 2.302 -4.150 -1.488
H -0.091 -6.007 -2.237
H 0.848 -6.884 -0.998
H 1.376 -6.906 -2.701
C -4.218 -1.484 0.160
C -4.598 -0.075 0.114
N -4.867 1.039 0.046
H -3.514 -1.675 -0.648
H -5.122 -2.085 0.080
H -3.734 -1.701 1.107
*
```

Atomic partial charges in e from the natural (NBO) method, atoms 1 to 6: atom 1 (C): -0.412, atom 2 (N): -0.819, atom 3 (C): -0.395, atom 4 (P): 2.433, atom 5 (O): -1.135, atom 6 (N): -0.823

***

Record 5
An isolated molecule of C4H7NO in a non-equilibrium geometry, computed with ωB97M-V/def2-TZVPD.

Values from the calculation:
LUMO energy = 0.7 eV
Gap between HOMO and LUMO = 9.191 eV
Energy above the lowest of the compared OMol25 structures with the same formula, charge and spin = 5.356 eV
HOMO level = -8.51 eV

ORCA input file:
```
! wB97M-V def2-TZVPD RIJCOSX def2/J DEFGRID3
* xyz 0 1
O -1.582 -1.370 0.756
C -1.377 -0.627 -0.300
C -0.237 1.479 0.148
N 0.666 0.703 -0.717
C 1.270 -0.423 -0.012
C 0.042 -0.622 -0.824
H -0.776 -1.824 1.076
H -1.245 0.943 0.182
H 0.194 1.652 1.142
H -0.517 2.417 -0.324
H 1.227 -0.420 1.078
H 2.219 -0.765 -0.426
H 0.117 -1.142 -1.779
*
```

Atomic partial charges in e from the natural (NBO) method, atoms 1 to 6: atom 1 (O): -0.626, atom 2 (C): 0.265, atom 3 (C): -0.420, atom 4 (N): -0.375, atom 5 (C): -0.289, atom 6 (C): -0.250

***

Record 6
A structure of composition C13H31N4O5Y in a non-equilibrium geometry, computed with ωB97M-V/def2-TZVPD.

Values from the calculation:
LUMO energy = -11.3 eV
Gap between HOMO and LUMO = 1.225 eV
HOMO level = -12.57 eV

ORCA input file:
```
! wB97M-V def2-TZVPD RIJCOSX def2/J DEFGRID3
* xyz 2 1
Y -25.536 14.862 -18.681
C -23.548 10.541 -15.394
O -24.336 11.519 -16.033
H -22.631 10.450 -15.976
H -23.206 10.861 -14.410
H -24.015 9.557 -15.345
C -30.969 15.500 -13.480
C -29.680 14.661 -13.776
O -29.051 14.784 -14.866
N -29.370 13.685 -12.913
C -29.912 13.272 -11.621
H -31.788 14.783 -13.418
H -31.192 16.133 -14.338
H -30.918 16.164 -12.617
H -28.605 13.086 -13.190
H -29.779 12.226 -11.345
H -30.980 13.469 -11.520
H -29.591 13.855 -10.758
C -25.823 7.983 -7.066
C -24.829 8.968 -7.555
O -23.734 8.585 -7.901
N -25.294 10.258 -7.636
C -24.571 11.294 -8.247
H -26.293 7.628 -7.983
H -26.628 8.222 -6.371
H -25.401 7.065 -6.658
H -26.267 10.521 -7.694
H -25.277 12.101 -8.442
H -24.169 11.012 -9.220
H -23.837 11.662 -7.529
C -18.757 1.046 -14.546
C -20.217 1.507 -14.255
O -21.107 0.774 -14.721
N -20.456 2.504 -13.490
C -21.837 3.039 -13.334
H -18.791 -0.023 -14.339
H -18.083 1.670 -13.959
H -18.573 1.254 -15.600
H -19.664 3.116 -13.353
H -22.064 2.933 -12.273
H -22.660 2.545 -13.850
H -21.879 4.073 -13.678
C -25.679 10.971 -24.068
C -25.309 10.397 -22.642
O -25.007 11.192 -21.724
N -25.235 9.055 -22.445
C -24.665 8.348 -21.200
H -24.927 11.497 -24.657
H -26.455 11.707 -23.856
H -26.091 10.191 -24.709
H -25.593 8.409 -23.134
H -23.609 8.254 -21.455
H -25.017 7.322 -21.093
H -24.750 8.876 -20.250
*
```

Atomic partial charges in e from the natural (NBO) method, atoms 1 to 6: atom 1 (Y): 1.382, atom 2 (C): -0.321, atom 3 (O): -0.229, atom 4 (H): 0.304, atom 5 (H): 0.240, atom 6 (H): 0.216

***

> The highest LUMO energy belongs to which entry?

C4H7NO

***

> Which of these has the lowest gap between HOMO and LUMO?

C13H31N4O5Y

***

> Which value of gap between HOMO and LUMO does entry 1 give?

7.449 eV

***

> The highest gap between HOMO and LUMO belongs to which entry?

C4H7NO